[1]
Computed, not measured: the ion C10H7BrNO2 with charge -1, with the ωB97M-V functional and the def2-TZVPD basis.

Structure (XYZ):
```
21
Properties=species:S:1:pos:R:3
C -0.529 0.077 -3.521
C -0.544 0.940 -2.372
C -0.082 -1.172 -3.374
C -0.024 0.508 -1.155
C 0.482 -0.817 -1.183
C 0.011 1.383 0.026
C 0.106 0.977 1.329
C 0.533 0.131 4.142
C -0.190 -0.371 1.735
C 0.156 -0.801 2.908
N 0.407 -1.618 -2.218
O 1.645 0.631 4.353
O -0.523 0.348 4.736
Br -0.052 -2.677 3.201
H -0.842 0.390 -4.551
H -0.953 1.898 -2.458
H -0.167 -1.882 -4.301
H 0.018 2.390 -0.232
H 0.306 1.684 2.240
H -0.884 -0.842 1.100
H 1.127 -1.178 -0.405
```

Results
Relative energy (zero: lowest compared OMol25 entry of this formula, charge and spin) = 0.000 eV
E_LUMO = 2.9 eV
SMILES string = O=C([O-])/C(Br)=C\C=C/c1cccnc1
HOMO-LUMO gap = 0.276 hartree
Net charge = -1

These are the natural (NBO) partial charges, in e, on atoms 1 to 6: -0.263, -0.176, 0.000, -0.088, 0.061, -0.278

---

[2]
Computed, not measured: a cluster of 2 separate species, C3H4BrNS in total, with the ωB97M-V functional and the def2-TZVPD basis.

Structure (XYZ):
```
10
Properties=species:S:1:pos:R:3
C 0.061 -0.756 -1.388
C -0.143 1.479 0.653
C 0.186 -1.238 -0.062
N -0.059 -0.347 -2.451
S 0.757 -0.019 1.146
Br -1.354 -2.319 0.451
H 0.264 2.268 1.279
H -1.205 1.361 0.838
H 0.057 1.693 -0.393
H 1.435 -2.122 -0.073
```

Results
Relative energy (zero: lowest compared OMol25 entry of this formula, charge and spin) = 1.748 eV
E_LUMO = -0.1 eV
HOMO-LUMO gap = 0.346 hartree

These are the natural (NBO) partial charges, in e, on atoms 1 to 6: 0.192, -0.750, -0.553, -0.265, 0.291, 0.090

---

[3]
Computed, not measured: a structure of composition C24H19AuBBrN9O, with the ωB97M-V functional and the def2-TZVPD basis.

Structure (XYZ):
```
56
Properties=species:S:1:pos:R:3
Au -1.680 1.389 -0.069
C -3.759 -2.845 0.170
C -2.601 -2.149 -0.172
N -2.721 -0.908 0.303
N -3.866 -0.866 0.990
C -4.521 -2.012 0.903
B -4.282 0.432 1.706
N -3.127 0.955 2.619
C -3.128 1.125 3.947
C -1.937 1.637 4.359
C -1.253 1.863 3.189
N -1.974 1.437 2.168
N -4.500 1.598 0.716
C -5.508 2.511 0.861
C -5.227 3.602 0.067
C -3.959 3.344 -0.448
N -3.569 2.125 -0.077
H -4.069 -3.842 -0.126
H -1.746 -2.458 -0.688
H -5.485 -2.223 1.357
H -5.197 0.336 2.415
H -3.962 0.774 4.500
H -1.675 1.728 5.367
H -0.222 2.182 3.042
H -6.305 2.182 1.549
H -5.862 4.451 -0.141
H -3.312 3.845 -1.150
Br 5.458 -5.914 -0.551
C 5.342 -4.088 -0.976
C 4.347 -3.674 -1.850
C 4.253 -2.339 -2.224
C 5.203 -1.455 -1.721
C 6.251 -1.926 -0.843
C 6.386 -3.268 -0.533
N 5.240 -0.071 -1.977
N 4.331 0.457 -2.766
C 3.158 0.917 -2.436
C 2.438 1.677 -3.501
C 1.156 1.993 -3.371
C 0.426 1.601 -2.201
O -0.834 1.817 -2.135
C 1.142 0.946 -1.076
N 0.394 0.619 -0.008
C 0.994 -0.045 1.030
C 2.340 -0.315 1.019
C 3.109 0.090 -0.075
C 2.499 0.687 -1.169
H 3.575 -4.366 -2.115
H 3.471 -2.047 -2.935
H 6.771 -1.176 -0.234
H 7.207 -3.591 0.091
H 2.969 1.937 -4.387
H 0.667 2.532 -4.140
H 0.326 -0.378 1.796
H 2.715 -0.846 1.879
H 4.113 0.012 0.054
```

Results
2S+1 = 3
E_LUMO (alpha / beta) = -4.9 / -4.8 eV
HOMO-LUMO gap (alpha / beta) = 0.216 / 0.248 hartree
Net charge = +1
<S²> = 2.04

These are the natural (NBO) partial charges, in e, on atoms 1 to 6: 1.265, -0.341, -0.043, -0.380, -0.335, -0.012

---

[4]
Computed, not measured: the molecule C6H10N2O, with the ωB97M-V functional and the def2-TZVPD basis.

Structure (XYZ):
```
19
Properties=species:S:1:pos:R:3
C 0.976 -1.435 0.136
C -0.897 1.838 0.692
C 1.874 0.895 -0.411
N -1.637 -0.130 -0.539
N -0.223 -2.008 -0.418
C -1.477 -1.427 -0.049
C -0.574 0.453 0.197
C 0.717 0.022 -0.061
O -2.438 -2.152 0.195
H -2.571 0.236 -0.391
H -0.209 -2.774 -1.076
H 1.848 -1.800 -0.410
H 1.056 -1.705 1.193
H -0.065 2.313 1.216
H -1.756 1.791 1.370
H -1.167 2.501 -0.136
H 1.842 1.127 -1.482
H 2.834 0.425 -0.183
H 1.865 1.830 0.157
```

Results
Relative energy (zero: lowest compared OMol25 entry of this formula, charge and spin) = 2.671 eV
E_LUMO = 0.6 eV
SMILES string = CC1=C(C)NC(=O)NC1
HOMO-LUMO gap = 0.303 hartree

These are the natural (NBO) partial charges, in e, on atoms 1 to 6: -0.230, -0.651, -0.640, -0.618, -0.701, 0.783

---

no.,largest force on an atom (Eh/bohr)
1,0.060
2,0.098
3,0.062
4,0.120